# 1
{"formula": "C2H5N3O2", "method": "wB97M-V/def2-TZVPD", "charge": 0, "homo_lumo_gap_ev": 10.67, "mol_weight_g_mol": 103.081, "smiles": "NNC(=O)/C=N/O", "e_above_lowest_kj_mol": 564.3, "e_tot_ha": -393.80432, "elements": ["N", "N", "C", "O", "C", "N", "O", "H", "H", "H", "H", "H"], "positions_angstrom": [[-2.516360, -0.680741, -0.037062], [-1.105512, -0.712505, -0.113729], [-0.515486, 0.391475, -0.013658], [-1.145707, 1.316764, 0.109909], [0.927950, 0.445904, -0.112621], [1.557041, -0.541561, 0.286485], [2.840930, -0.079519, -0.090660], [-2.739772, -0.261691, 0.745415], [-2.974785, -0.112320, -0.724450], [-0.604456, -1.501962, 0.120011], [1.395553, 1.346051, -0.300419], [3.340725, -0.848659, -0.186720]], "forces_ev_per_angstrom": [[1.39, -4.08, -3.61], [-3.81, -4.12, -1.46], [5.30, -1.93, -0.44], [-4.95, 10.61, 1.07], [-3.12, -0.69, 1.34], [2.15, -0.07, -1.36], [0.94, 0.34, 1.05], [-1.37, 2.50, 5.28], [0.69, 0.14, -0.98], [0.46, -2.50, 0.15], [0.74, 1.81, -1.02], [1.58, -2.01, -0.02]], "mulliken_charge": [-0.72, -0.01, 0.40, -0.56, 0.04, -0.38, -0.37, 0.24, 0.28, 0.26, 0.49, 0.32]}



# 2
{"formula": "C2H2S4", "method": "wB97M-V/def2-TZVPD", "charge": 0, "homo_lumo_gap_ev": 6.24, "mol_weight_g_mol": 154.306, "e_above_lowest_kj_mol": 233.4, "e_tot_ha": -1670.03305, "elements": ["C", "C", "H", "H", "S", "S", "S", "S"], "positions_angstrom": [[0.694880, -0.136902, -0.148703], [-0.631308, 0.294834, -0.112607], [3.098461, 0.167419, 0.345559], [-2.856005, 0.118926, -0.471827], [2.132292, 0.958451, 0.226561], [0.980293, -1.756024, -0.257266], [-1.889444, -1.086080, 0.314925], [-1.262134, 1.806532, -0.178337]], "forces_ev_per_angstrom": [[4.64, -2.14, 0.87], [-4.40, 0.61, 1.13], [1.62, -2.48, 0.01], [1.58, -2.98, 2.15], [-4.00, 2.50, -0.66], [0.15, 0.62, -0.18], [-0.74, 4.29, -2.93], [1.16, -0.43, -0.39]], "mulliken_charge": [0.18, 0.20, 0.15, 0.17, -0.14, -0.17, -0.18, -0.20]}



# 3
{"formula": "C3H24NO7S", "method": "wB97M-V/def2-TZVPD", "charge": 1, "homo_lumo_gap_ev": 9.83, "mol_weight_g_mol": 218.292, "e_above_lowest_kj_mol": 182.9, "e_tot_ha": -1108.03910, "elements": ["C", "C", "C", "S", "N", "H", "H", "H", "H", "H", "H", "H", "H", "H", "H", "H", "H", "O", "H", "H", "O", "H", "H", "O", "H", "H", "O", "H", "H", "O", "H", "H", "O", "H", "H", "O"], "positions_angstrom": [[0.940954, -0.186977, 1.205910], [0.992527, -1.699271, 1.625875], [1.585634, -2.827254, 0.675271], [1.223570, -2.714445, -1.082468], [-0.480542, 0.168420, 0.826839], [1.174293, 0.476335, 2.092493], [1.608875, -0.083041, 0.361990], [-0.059658, -1.809118, 1.839839], [1.469471, -1.917475, 2.557381], [1.379729, -3.897299, 0.981125], [2.703176, -2.641566, 0.817120], [0.265757, -1.853718, -0.938512], [-0.526921, 0.412674, -0.222504], [-1.226261, -0.497656, 0.954099], [-0.713795, 1.097878, 1.255454], [-1.483006, 2.567534, -1.398465], [-1.037388, 3.961732, -1.740880], [-1.556935, 3.502713, -1.009031], [2.227054, -0.937552, -3.046060], [1.654983, 0.440305, -3.793761], [2.194611, 0.033228, -3.058920], [-3.030940, 2.348659, 1.086580], [-1.755075, 3.266374, 1.377309], [-2.223664, 2.420889, 1.511077], [-3.075696, -2.830473, 0.981165], [-1.530927, -3.348775, 1.007852], [-2.178834, -2.516920, 1.241186], [1.655561, 3.452562, 0.670930], [2.911750, 2.506772, 0.389703], [2.127168, 2.604932, 0.897818], [1.175549, 1.971213, -1.522228], [1.410652, 0.617546, -2.109859], [0.590567, 1.189011, -1.679530], [-2.375527, -1.637521, -0.522171], [-3.522770, -0.772399, -1.177043], [-2.513941, -0.867318, -1.055586]], "forces_ev_per_angstrom": [[0.40, -1.40, 1.54], [-1.14, -0.48, -0.75], [1.58, 0.74, 1.25], [0.56, -0.52, -0.42], [1.02, 2.55, -2.26], [0.14, -0.85, -1.35], [-0.13, 0.86, -0.09], [-0.29, -1.14, 0.19], [0.49, 0.51, 0.69], [0.05, 1.49, 0.16], [-1.28, -0.68, -0.49], [-1.07, 0.82, -0.15], [0.47, -0.31, 1.27], [-0.23, -0.53, 0.66], [-0.53, -0.97, -0.20], [-0.29, 1.64, 1.09], [-1.09, -0.34, 1.49], [1.54, -1.25, -2.67], [-0.30, 0.32, -0.45], [0.92, -1.40, 0.71], [0.30, 0.45, -1.26], [-2.27, 0.54, -1.51], [-1.10, -0.47, -0.45], [3.48, -0.16, 2.02], [0.80, 0.07, 0.49], [-2.52, 2.94, 0.90], [1.65, -3.23, -1.36], [1.20, -1.26, 0.16], [0.98, 0.37, -0.73], [-2.17, 1.05, 0.56], [-1.25, -0.40, 0.36], [-2.25, 0.47, 0.90], [2.27, 0.42, -0.17], [-0.08, -0.85, 0.57], [2.49, -0.32, 0.27], [-2.36, 1.35, -0.97]], "mulliken_charge": [-0.14, -0.73, -0.54, -0.20, -0.12, 0.46, 0.04, 0.23, 0.39, 0.41, 0.34, 0.06, 0.20, 0.26, 0.31, 0.32, 0.30, -0.61, 0.34, 0.38, -0.62, 0.29, 0.31, -0.66, 0.32, 0.36, -0.72, 0.31, 0.30, -0.60, 0.29, 0.37, -0.71, 0.36, 0.31, -0.61]}



# 4
{"formula": "C4H2F3IN2O5S", "method": "wB97M-V/def2-TZVPD", "charge": 0, "homo_lumo_gap_ev": 9.92, "mol_weight_g_mol": 374.034, "smiles": "O=C(I)CN(N(C(=O)F)C(=O)F)S(=O)(=O)F", "e_tot_ha": -1634.77856, "elements": ["O", "C", "I", "C", "N", "N", "C", "O", "F", "C", "O", "F", "S", "O", "O", "F", "H", "H"], "positions_angstrom": [[2.196633, -0.938226, 1.841424], [2.183082, -0.834639, 0.662571], [3.572457, -1.907608, -0.545586], [1.193430, 0.134121, -0.026036], [-0.179197, -0.319960, 0.232356], [-1.165477, 0.696145, 0.128496], [-1.567795, 1.278048, 1.348763], [-2.424379, 2.070339, 1.441466], [-0.891838, 0.791950, 2.377955], [-0.938046, 1.650952, -0.905168], [-0.568749, 2.755606, -0.746884], [-1.119988, 1.097890, -2.099855], [-0.593750, -1.742445, -0.602062], [-0.750198, -2.777142, 0.342712], [0.245356, -1.888256, -1.730854], [-1.984904, -1.330664, -1.100905], [1.358749, 1.085141, 0.467915], [1.434614, 0.178747, -1.086309]], "forces_ev_per_angstrom": [[0.01, -0.13, -0.13], [-0.15, 0.23, 0.63], [-0.05, 0.11, -0.11], [0.63, -0.88, -0.25], [-0.57, 0.47, -0.80], [0.87, -0.10, 0.51], [0.09, -0.38, 0.17], [-0.36, 0.50, 0.03], [-0.02, -0.07, -0.04], [0.04, -0.01, -0.19], [-0.19, 0.15, -0.16], [0.11, -0.03, 0.25], [0.42, -0.28, 0.37], [-0.14, 0.00, 0.03], [0.11, 0.11, -0.16], [-0.47, -0.09, -0.09], [-0.18, 0.18, 0.06], [-0.15, 0.21, -0.13]], "mulliken_charge": [-0.41, 0.02, 0.08, -0.61, 0.06, 0.15, 0.49, -0.43, -0.18, 0.47, -0.40, -0.20, 1.16, -0.55, -0.51, -0.16, 0.48, 0.53]}



# 5
{"formula": "C3H10NO", "method": "wB97M-V/def2-TZVPD", "charge": 1, "homo_lumo_gap_ev": 8.81, "mol_weight_g_mol": 76.119, "e_above_lowest_kj_mol": 381.9, "e_tot_ha": -249.90835, "elements": ["C", "O", "H", "H", "H", "H", "C", "C", "N", "H", "H", "H", "H", "H", "H"], "positions_angstrom": [[2.181356, 0.450676, -0.811409], [1.522089, 0.355828, 0.420224], [2.897239, 1.327996, -0.633526], [2.780938, -0.392667, -1.194432], [1.486652, 0.784789, -1.634047], [2.108770, -0.115834, 1.024938], [-1.180071, -1.361495, 0.082785], [-2.083563, 0.887336, 0.628885], [-1.131901, 0.051888, 0.476891], [-1.186230, -2.009570, 0.960940], [-0.262907, -1.598050, -0.491986], [-1.954543, -1.640638, -0.627571], [-2.376210, 1.806326, 0.060193], [-2.733485, 1.063021, 1.500410], [-0.068135, 0.390387, 0.237711]], "forces_ev_per_angstrom": [[1.82, 2.96, -1.78], [-0.89, -1.11, 0.44], [-0.64, -1.19, -0.91], [-0.59, -0.09, 0.68], [0.44, -0.48, 1.05], [-0.34, 0.07, 0.24], [0.92, -1.99, 1.09], [-1.51, 2.73, 1.16], [2.40, 0.76, -2.31], [-0.22, -0.15, -0.19], [-0.23, 0.50, 0.65], [-0.57, 0.65, 0.43], [2.27, -0.04, -0.14], [-0.90, -2.45, -0.16], [-1.97, -0.17, -0.23]], "mulliken_charge": [-0.60, -0.54, 0.27, 0.29, 0.28, 0.31, -0.70, -0.12, 0.01, 0.32, 0.25, 0.35, 0.26, 0.28, 0.35]}



# 6
{"formula": "C7H6N4O", "method": "wB97M-V/def2-TZVPD", "charge": 0, "homo_lumo_gap_ev": 9.12, "mol_weight_g_mol": 162.152, "e_above_lowest_kj_mol": 522.5, "e_tot_ha": -564.43330, "elements": ["C", "C", "C", "C", "C", "C", "C", "H", "H", "H", "H", "H", "H", "N", "N", "N", "N", "O"], "positions_angstrom": [[1.476141, -0.560876, -2.210881], [0.720489, 0.006760, -0.918401], [1.342245, 0.239913, 0.218968], [-0.045815, 0.598671, 2.516265], [-1.274348, 0.848992, 3.010393], [-2.231071, 0.437851, 0.929528], [-0.898622, 0.035527, 0.360216], [-0.372333, -1.817868, -2.500963], [1.027350, -2.047570, -3.776463], [2.333324, 0.153332, 0.517277], [0.883667, 0.413723, 3.012028], [-1.507521, 0.480152, 4.313054], [-3.111050, 0.749268, 0.225342], [0.500443, -1.779004, -2.874148], [0.265932, 0.451962, 1.037565], [-2.361250, 0.750089, 2.193369], [-0.606394, -0.104249, -1.018148], [2.702668, -0.350457, -2.574660]], "forces_ev_per_angstrom": [[2.13, -2.06, -1.39], [1.85, -2.73, -7.66], [-1.48, 1.12, 2.35], [2.63, -0.11, -2.38], [-0.11, -3.98, 2.90], [0.59, 1.03, -0.14], [-0.73, 3.24, -2.83], [-3.02, -0.19, 0.36], [-2.33, 0.26, 2.08], [1.43, 0.24, 0.37], [0.04, 0.42, 0.96], [0.93, 1.97, -4.28], [1.67, -1.46, 1.25], [9.18, 4.09, -0.83], [-4.16, -1.55, 3.79], [-1.11, 0.84, -1.32], [-0.71, -0.02, 5.00], [-6.81, -1.14, 1.76]], "mulliken_charge": [0.38, 0.48, -0.39, -0.16, -0.25, -0.16, 0.20, 0.25, 0.28, 0.48, 0.39, 0.23, 0.33, -0.49, 0.16, -0.49, -0.68, -0.57]}



# 7
{"formula": "C36H37GeN9O2SSeTi", "method": "wB97M-V/def2-TZVPD", "charge": 2, "homo_lumo_gap_ev": 5.79, "mol_weight_g_mol": 859.257, "e_above_lowest_kj_mol": 68.7, "e_tot_ha": -7762.87367, "elements": ["Ti", "N", "C", "N", "C", "N", "C", "C", "N", "C", "C", "N", "H", "H", "H", "H", "H", "C", "O", "C", "C", "C", "C", "C", "C", "N", "N", "C", "C", "C", "C", "O", "C", "N", "C", "C", "C", "C", "H", "H", "H", "H", "H", "H", "H", "H", "H", "H", "H", "H", "S", "C", "C", "C", "C", "C", "C", "C", "C", "C", "N", "H", "H", "H", "H", "H", "H", "C", "Ge", "C", "C", "C", "Se", "C", "H", "H", "H", "H", "H", "H", "H", "H", "H", "H", "H", "H", "H", "H"], "positions_angstrom": [[0.242728, 0.059030, 0.007184], [-0.675153, -4.102356, -0.287079], [-0.522541, -3.081465, 0.558850], [-0.285099, -1.997322, -0.146181], [-0.300626, -2.426635, -1.448260], [-0.541600, -3.707315, -1.558733], [-0.142204, -1.483448, -2.545766], [-0.169626, -1.879154, -3.880460], [-0.092300, -0.994034, -4.860517], [-0.009645, 0.287834, -4.522647], [0.039662, 0.692376, -3.196586], [-0.009175, -0.190509, -2.199269], [-0.884986, -5.068177, -0.082619], [-0.571970, -3.144904, 1.634208], [-0.255725, -2.925551, -4.147362], [0.028339, 1.005152, -5.332469], [0.119328, 1.738852, -2.937435], [-4.827813, 3.835549, -6.639122], [-4.059579, 4.058084, -5.461458], [-4.671427, 3.974954, -4.273886], [-3.874521, 4.252350, -3.152505], [-4.388404, 4.130551, -1.885757], [-5.730809, 3.757860, -1.699886], [-6.544444, 3.586875, -2.817562], [-6.019871, 3.666049, -4.093842], [-6.334557, 3.594384, -0.443859], [-5.688789, 3.283124, 0.564523], [-4.387843, 2.820494, 0.632437], [-3.480924, 3.405803, 1.497628], [-2.171246, 2.936897, 1.609426], [-1.756871, 1.845510, 0.882150], [-0.501622, 1.352104, 0.881669], [-2.674947, 1.171287, 0.056876], [-2.193135, 0.074204, -0.590172], [-3.032363, -0.586911, -1.364123], [-4.377923, -0.246190, -1.517377], [-4.872213, 0.852303, -0.855875], [-4.006730, 1.625814, -0.067732], [-4.130217, 3.911695, -7.466700], [-5.606403, 4.591686, -6.751566], [-5.278434, 2.840644, -6.630568], [-2.859336, 4.589153, -3.319433], [-3.775534, 4.383012, -1.030833], [-7.594279, 3.368489, -2.667882], [-6.668222, 3.509090, -4.944722], [-3.791744, 4.276138, 2.059954], [-1.471600, 3.440400, 2.265029], [-2.644484, -1.454576, -1.888225], [-5.015449, -0.859058, -2.137868], [-5.921677, 1.104163, -0.925400], [2.915818, -1.886921, 3.113954], [1.700640, -1.018582, 3.944767], [0.866891, -0.346495, 3.101247], [1.193527, -0.529133, 1.727693], [2.290653, -1.351445, 1.590744], [2.884422, -1.666948, 0.308873], [3.968367, -2.531850, 0.148138], [4.486062, -2.742231, -1.113658], [3.924396, -2.065395, -2.189765], [2.856072, -1.227239, -1.951593], [2.316075, -1.035505, -0.741503], [1.678050, -1.046333, 5.023595], [0.046374, 0.263262, 3.453564], [4.390400, -3.017760, 1.017494], [5.323376, -3.412203, -1.256397], [4.316120, -2.172359, -3.191085], [2.420537, -0.663996, -2.769263], [4.202386, 4.480450, -1.585120], [4.917732, 2.941090, -0.586180], [6.305953, 3.471245, 0.691299], [5.452311, 1.525819, -1.842926], [3.411076, 2.041115, 0.435138], [1.848463, 1.916938, -0.719064], [1.022996, 3.592025, -0.176583], [4.959575, 4.814489, -2.294754], [3.975755, 5.319550, -0.927302], [3.310971, 4.209869, -2.150742], [7.145348, 3.919450, 0.160564], [6.671837, 2.611084, 1.250362], [5.912239, 4.207008, 1.391602], [6.172599, 1.897093, -2.571150], [4.573666, 1.169921, -2.381371], [5.904606, 0.686063, -1.313534], [3.096616, 2.533911, 1.353216], [3.697032, 1.018100, 0.678557], [1.705068, 4.404660, -0.408577], [0.825199, 3.548392, 0.890424], [0.090495, 3.714621, -0.723200]], "forces_ev_per_angstrom": [[0.42, -1.01, -0.46], [-0.03, 0.05, 0.21], [0.05, -0.14, 0.10], [-0.02, -0.16, -0.64], [-0.19, -0.35, 0.39], [0.06, 0.06, -0.31], [-0.05, 0.10, -0.36], [-0.04, 0.04, 0.18], [0.01, 0.07, -0.10], [-0.03, -0.15, -0.07], [-0.04, 0.12, 0.14], [0.17, -0.67, -0.57], [0.01, -0.03, 0.05], [0.00, -0.04, -0.01], [0.00, -0.01, 0.04], [0.00, 0.07, 0.07], [0.04, 0.02, -0.01], [-0.06, -0.02, -0.07], [0.14, 0.03, -0.12], [-0.18, 0.01, 0.31], [0.06, -0.02, -0.13], [-0.19, 0.12, 0.01], [0.57, 0.02, -0.60], [0.04, -0.06, 0.36], [0.03, -0.01, -0.30], [-0.15, 0.15, 0.22], [-1.09, 0.03, 0.58], [1.12, -0.31, -0.13], [-0.63, 0.08, -0.27], [0.64, -0.37, -0.08], [-0.91, 0.70, 0.15], [-0.88, 1.17, 1.08], [-0.18, -0.02, -0.03], [0.16, 0.29, 0.25], [0.20, -0.14, 0.04], [-0.15, 0.11, 0.08], [0.01, -0.18, -0.11], [0.18, 0.05, 0.24], [-0.01, 0.01, 0.00], [0.01, 0.01, 0.03], [0.02, 0.01, 0.00], [0.00, -0.02, 0.01], [0.02, 0.02, -0.12], [0.01, 0.01, 0.01], [0.02, 0.00, 0.05], [0.00, -0.02, 0.02], [-0.01, 0.00, 0.01], [-0.02, 0.00, 0.02], [0.01, 0.00, 0.00], [0.01, 0.05, -0.04], [-0.20, 0.20, -0.35], [0.05, -0.05, 0.05], [-0.14, 0.06, 0.08], [0.28, -0.36, -0.10], [0.09, -0.04, 0.56], [0.21, -0.12, -0.23], [-0.13, 0.13, 0.06], [-0.01, 0.01, 0.00], [0.06, -0.01, 0.02], [-0.06, 0.12, -0.12], [0.00, -0.08, 0.32], [-0.03, 0.03, -0.01], [0.01, 0.00, 0.00], [0.03, -0.04, -0.03], [0.00, 0.01, -0.01], [-0.01, 0.01, 0.00], [0.00, -0.02, 0.01], [0.15, -0.20, 0.21], [-0.09, -0.06, 0.02], [-0.23, -0.13, -0.19], [0.03, 0.20, 0.20], [0.32, 0.07, -0.17], [0.61, 0.80, -0.31], [-0.01, -0.11, 0.04], [0.00, -0.01, 0.00], [-0.02, -0.02, 0.01], [0.00, 0.01, -0.04], [-0.01, -0.01, -0.02], [0.00, 0.00, 0.01], [0.00, 0.00, 0.01], [-0.01, 0.01, 0.00], [-0.02, -0.01, -0.05], [-0.02, 0.00, 0.01], [-0.05, 0.02, 0.00], [0.02, 0.00, -0.01], [0.03, -0.04, -0.06], [-0.01, -0.02, 0.00], [0.01, 0.00, -0.01]], "mulliken_charge": [-0.82, 0.03, -0.60, 1.21, 0.04, -0.71, -0.10, -0.65, -0.53, -0.83, -0.62, 1.69, 0.19, 0.53, 0.53, 0.50, 0.41, -0.89, -0.42, 0.85, -0.87, 0.06, -0.22, -0.56, -0.37, -0.35, -0.53, -0.09, -0.41, -0.59, -0.23, 0.11, 0.60, 0.12, -0.07, -1.48, -0.94, 0.75, 0.23, 0.37, 0.37, 0.54, 0.51, 0.49, 0.46, 0.49, 0.53, 0.49, 0.49, 0.71, -0.21, -0.58, -0.80, 0.73, 0.72, 0.12, -1.07, -0.87, -1.11, -0.57, 1.19, 0.54, 0.49, 0.57, 0.47, 0.54, 0.56, -1.22, 0.71, -1.18, -1.10, -1.03, 0.64, -1.12, 0.43, 0.34, 0.37, 0.38, 0.37, 0.38, 0.46, 0.22, 0.31, 0.61, 0.28, 0.56, 0.22, 0.24]}